Density functional theory data (ωB97M-V/def2-TZVPD) for C73H178BO29V as an isolated structure in a non-equilibrium geometry.

spin multiplicity = 2
energy = -6038.76818 Eh
largest force on an atom = 5.52 eV Å⁻¹
M = 1581.95 u
total charge = +1

XYZ file:
```
282
Properties=species:S:1:pos:R:3:mulliken_charge:R:1
O 5.497 -1.515 -0.937 -0.300
V 5.371 -0.905 -2.393 0.734
O -2.787 -1.008 0.396 -0.755
C -1.692 -0.442 0.546 0.369
O -0.927 0.004 -0.395 0.268
B 0.362 0.425 0.187 -0.434
O 0.200 0.364 1.649 0.219
C -0.977 -0.243 1.922 -0.009
O -1.403 -0.511 3.017 -0.365
O 0.708 1.863 -0.098 -0.302
C 1.789 1.931 -0.792 0.089
O 2.335 2.922 -1.261 0.107
C 2.299 0.507 -0.906 -0.004
O 1.539 -0.301 -0.295 0.053
O 3.340 0.172 -1.496 0.379
C 2.646 -4.732 5.333 -1.270
C 1.305 -4.536 4.599 0.614
O 1.506 -4.308 3.240 -0.446
C 0.269 -3.945 2.590 0.128
C 0.691 -3.531 1.175 0.467
H 2.494 -5.160 6.324 0.452
H 3.373 -5.347 4.804 0.390
H 3.157 -3.809 5.607 -0.022
H 0.653 -5.391 4.779 0.216
H 0.785 -3.705 5.076 -0.415
H -0.451 -4.757 2.488 0.355
H -0.201 -3.067 3.033 -0.362
H 1.442 -4.209 0.770 0.521
H 1.153 -2.543 1.178 -0.570
H -0.192 -3.509 0.535 -0.389
C -4.840 -4.900 -3.193 -0.748
C -4.613 -3.454 -3.725 0.844
O -5.943 -2.941 -3.955 -0.313
C -5.958 -1.792 -4.763 0.752
C -7.444 -1.321 -4.833 -1.506
H -5.647 -5.437 -3.692 0.448
H -3.935 -5.506 -3.226 0.294
H -5.137 -4.758 -2.154 -0.283
H -4.195 -2.874 -2.902 -0.186
H -3.970 -3.410 -4.605 -0.157
H -5.396 -0.987 -4.291 -0.280
H -5.598 -2.034 -5.763 0.101
H -7.811 -0.968 -3.870 0.211
H -8.108 -2.120 -5.163 0.356
H -7.600 -0.492 -5.523 0.458
C -5.417 1.352 6.685 -1.666
C -4.742 0.470 5.599 0.790
O -5.721 0.408 4.600 -0.460
C -5.322 -0.253 3.468 0.724
C -6.495 -0.197 2.511 -1.029
H -6.324 0.895 7.081 0.386
H -4.819 1.564 7.571 0.440
H -5.715 2.353 6.373 0.378
H -3.794 0.936 5.329 -0.174
H -4.598 -0.486 6.102 0.021
H -4.491 0.263 2.987 -0.232
H -5.077 -1.275 3.755 0.200
H -7.321 -0.798 2.893 0.492
H -6.213 -0.685 1.579 -0.080
H -6.722 0.836 2.246 0.232
C -1.730 -6.547 6.440 -1.341
C -2.277 -5.429 5.544 0.271
O -2.022 -4.167 6.178 -0.428
C -2.351 -3.018 5.377 0.748
C -1.464 -1.899 5.966 -0.758
H -2.209 -6.516 7.418 0.379
H -1.838 -7.541 6.006 0.363
H -0.684 -6.307 6.629 0.242
H -1.702 -5.551 4.626 -0.118
H -3.352 -5.475 5.372 0.449
H -2.076 -3.117 4.327 -0.689
H -3.383 -2.684 5.486 0.665
H -1.719 -0.904 5.599 -0.029
H -0.434 -2.031 5.635 -0.244
H -1.484 -1.979 7.052 0.655
C 3.409 4.022 -4.591 -0.625
C 2.177 3.202 -4.894 0.092
O 2.469 1.806 -4.680 -0.582
C 1.375 0.935 -4.930 1.278
C 1.233 0.667 -6.451 -1.571
H 3.687 3.871 -3.548 -0.417
H 4.256 3.677 -5.184 0.307
H 3.270 5.097 -4.704 0.609
H 1.484 3.495 -4.105 -0.468
H 1.842 3.430 -5.906 0.466
H 1.680 0.000 -4.460 -1.078
H 0.461 1.135 -4.371 -0.121
H 1.045 -0.378 -6.698 0.266
H 2.157 0.906 -6.976 0.354
H 0.477 1.355 -6.828 0.425
C -0.397 -6.380 -1.397 -1.376
C -1.774 -5.783 -1.251 0.646
O -2.018 -5.373 0.110 -0.332
C -3.151 -4.502 0.297 0.614
C -3.479 -4.350 1.779 -1.273
H 0.313 -5.570 -1.227 0.073
H -0.236 -7.234 -0.739 0.448
H -0.232 -6.719 -2.420 0.413
H -1.895 -4.922 -1.908 -0.489
H -2.549 -6.483 -1.562 0.546
H -2.924 -3.537 -0.157 -0.165
H -3.977 -5.019 -0.190 0.240
H -4.549 -4.144 1.773 0.365
H -2.949 -3.551 2.298 0.001
H -3.299 -5.320 2.242 0.353
C -1.358 3.661 -2.097 -0.477
C -1.249 5.016 -1.421 0.467
O -2.567 5.447 -0.993 -0.362
C -2.504 6.651 -0.279 0.117
C -3.923 7.056 0.008 -1.350
H -1.916 2.897 -1.556 -0.284
H -1.969 3.824 -2.985 0.713
H -0.411 3.221 -2.409 -0.241
H -0.527 4.950 -0.607 -0.387
H -0.784 5.665 -2.163 0.442
H -1.920 6.553 0.636 0.012
H -1.984 7.370 -0.913 0.350
H -4.507 6.482 0.727 0.189
H -4.528 7.175 -0.891 0.353
H -3.860 8.118 0.244 0.450
C -2.538 -2.087 -7.104 -0.901
C -2.782 -0.683 -6.568 -0.421
O -2.956 -0.792 -5.163 0.183
C -2.965 0.475 -4.465 -0.994
C -3.048 0.260 -2.969 0.910
H -1.642 -2.587 -6.737 0.002
H -3.388 -2.720 -6.850 0.182
H -2.461 -2.034 -8.190 0.475
H -1.979 -0.016 -6.882 0.260
H -3.720 -0.275 -6.945 0.440
H -2.016 0.994 -4.600 0.255
H -3.770 1.065 -4.902 0.467
H -3.137 1.205 -2.432 0.039
H -2.159 -0.246 -2.595 -0.652
H -3.934 -0.364 -2.849 -0.171
C -1.642 3.622 6.000 -1.392
C -1.496 3.389 4.503 0.558
O -0.553 4.215 3.935 -0.519
C -0.327 4.055 2.562 2.143
C 0.881 4.946 2.187 -1.262
H -0.805 3.107 6.473 0.206
H -1.592 4.688 6.221 0.363
H -2.594 3.209 6.335 0.308
H -1.417 2.334 4.242 -0.058
H -2.439 3.665 4.030 0.176
H -0.102 3.001 2.399 -0.787
H -1.217 4.325 1.993 -0.439
H 1.169 4.765 1.152 -0.214
H 1.819 4.650 2.657 0.274
H 0.746 6.021 2.310 0.624
C -8.333 1.675 -0.673 -1.433
C -6.776 1.615 -0.629 0.169
O -6.372 2.442 0.467 -0.467
C -4.991 2.760 0.329 0.339
C -4.612 3.415 1.626 -0.636
H -8.685 1.315 0.294 0.316
H -8.626 2.715 -0.816 0.348
H -8.830 1.147 -1.487 0.346
H -6.387 0.609 -0.470 0.029
H -6.372 1.980 -1.573 0.381
H -4.372 1.883 0.142 -0.004
H -4.906 3.490 -0.476 0.394
H -4.621 2.786 2.516 0.075
H -5.186 4.320 1.825 0.378
H -3.603 3.776 1.429 -0.162
C 6.030 4.228 2.063 -1.296
C 5.144 3.101 2.560 0.126
C 4.017 2.873 1.525 2.097
O 5.853 1.922 2.646 -0.402
H 6.907 4.468 2.663 0.378
H 5.460 5.141 1.892 0.439
H 6.483 3.858 1.144 -0.051
H 4.705 3.324 3.532 0.456
H 3.710 3.866 1.196 -0.547
H 3.240 2.198 1.883 -0.252
H 4.434 2.398 0.636 -1.198
H 5.390 1.283 3.194 0.124
C 2.258 1.993 6.996 -1.798
C 1.733 0.882 6.045 0.925
C 1.724 1.263 4.593 0.196
O 2.657 -0.157 6.136 -0.655
H 1.993 1.715 8.016 0.475
H 1.875 3.010 6.901 0.322
H 3.334 2.145 6.909 0.389
H 0.724 0.578 6.322 0.328
H 2.666 1.759 4.360 -0.333
H 0.955 1.975 4.293 0.253
H 1.588 0.400 3.941 -0.426
H 2.322 -0.850 6.711 0.324
C 9.098 -0.315 0.172 -1.401
C 8.329 0.527 1.133 1.167
C 9.072 1.748 1.714 -1.363
O 7.116 0.926 0.533 -0.427
H 9.264 0.243 -0.749 0.267
H 8.726 -1.287 -0.150 0.245
H 10.086 -0.608 0.526 0.469
H 8.141 -0.079 2.019 -0.020
H 8.528 2.121 2.581 0.229
H 9.165 2.555 0.987 0.235
H 10.051 1.476 2.108 0.468
H 6.529 1.272 1.210 -0.318
C 5.900 3.550 -1.809 -1.878
C 6.309 2.303 -2.665 1.539
C 7.810 2.346 -3.006 -1.564
O 6.016 1.195 -1.883 0.900
H 5.854 4.382 -2.511 0.539
H 6.718 3.827 -1.145 0.450
H 4.953 3.387 -1.294 0.355
H 5.647 2.280 -3.530 -0.184
H 8.053 3.140 -3.713 0.375
H 8.201 1.409 -3.401 0.394
H 8.345 2.526 -2.074 0.230
H 6.371 1.377 -1.010 -0.164
C -0.482 -4.062 -4.224 -1.044
C 0.061 -2.662 -3.909 1.032
C 0.000 -2.241 -2.435 1.712
O 1.401 -2.604 -4.342 -0.193
H -1.487 -4.144 -3.809 -0.270
H 0.145 -4.864 -3.833 0.145
H -0.453 -4.223 -5.302 0.554
H -0.527 -1.961 -4.501 -0.509
H 0.555 -2.936 -1.803 -0.973
H -1.009 -2.179 -2.029 0.197
H 0.433 -1.245 -2.341 -1.008
H 1.365 -2.791 -5.282 0.295
C -8.486 -3.131 -1.735 -0.856
C -8.129 -4.186 -0.683 0.639
C -7.637 -3.594 0.671 -0.921
O -9.324 -4.915 -0.463 -0.598
H -9.267 -2.420 -1.466 0.353
H -8.848 -3.583 -2.659 0.408
H -7.577 -2.598 -2.013 -0.092
H -7.340 -4.827 -1.076 -0.017
H -8.358 -2.881 1.070 0.413
H -6.716 -3.015 0.598 -0.083
H -7.438 -4.397 1.381 0.421
H -9.569 -5.401 -1.254 0.351
C 3.141 -4.477 -1.810 -0.771
C 4.162 -3.830 -2.738 0.251
C 4.343 -4.478 -4.115 -1.240
O 3.797 -2.471 -2.942 0.998
H 3.558 -5.402 -1.411 0.578
H 2.206 -4.690 -2.328 0.000
H 2.795 -3.876 -0.969 -0.168
H 5.129 -3.811 -2.235 0.749
H 5.181 -4.046 -4.662 0.317
H 3.411 -4.305 -4.652 0.081
H 4.539 -5.549 -4.054 0.456
H 2.953 -2.600 -3.380 -1.096
C 1.580 7.776 0.034 -1.195
C 2.721 7.113 -0.761 1.272
C 2.398 6.455 -2.132 -0.437
O 3.621 8.133 -1.106 -0.639
H 0.765 7.104 0.305 -0.110
H 1.161 8.564 -0.592 0.408
H 1.882 8.293 0.944 0.417
H 3.188 6.427 -0.054 -0.376
H 2.072 7.093 -2.953 0.507
H 1.556 5.774 -2.008 -0.215
H 3.286 5.970 -2.539 -0.037
H 4.249 7.688 -1.679 0.363
C 4.535 -1.106 2.107 -0.395
C 4.412 -1.370 3.561 1.527
C 5.424 -2.430 4.097 -1.845
O 4.606 -0.085 4.179 -0.740
H 5.474 -0.590 1.908 -0.697
H 3.709 -0.537 1.680 0.047
H 4.504 -2.030 1.529 0.713
H 3.371 -1.635 3.742 -0.053
H 6.424 -2.037 4.278 0.349
H 5.489 -3.249 3.381 0.403
H 5.109 -2.897 5.030 0.350
H 4.043 0.040 4.947 0.152
C 5.160 0.688 -6.384 -1.269
C 4.596 -0.426 -5.491 -0.403
O 4.373 0.068 -4.175 2.306
H 5.554 0.176 -7.261 0.504
H 5.980 1.306 -6.017 0.219
H 4.392 1.381 -6.728 0.208
H 5.276 -1.277 -5.479 0.626
H 3.665 -0.836 -5.882 0.041
H 3.662 0.706 -4.268 -0.547
```